Record 1
This record from the Open Molecules 2025 dataset describes a 2-piece molecular cluster, C7H15FN2O2 overall at a distorted geometry. The level of theory is ωB97M-V/def2-TZVPD.

The geometry in ORCA input format:
```
! RIJCOSX wB97M-V def2-TZVPD def2/J DEFGRID3
* xyz 0 1
F 0.4059 0.9317 -1.8469
O -1.0322 -1.6139 -2.3397
O 2.0817 -0.2352 -0.0634
N -0.6361 1.7254 0.4719
N -0.7026 0.3883 0.0276
C -0.9232 -1.9537 0.0048
C 2.8581 -0.4450 -1.1464
C -0.1020 -1.4728 -1.2716
C -1.8833 2.0018 1.1717
C -0.7029 -0.7544 0.9469
C 0.5028 1.7280 1.3997
C 0.0905 0.0324 -0.9871
H 0.3229 1.2305 2.3104
H -1.9262 -2.3480 -0.3513
H -1.6042 -0.6709 1.5403
H 0.6463 -2.0534 -1.7248
H -0.5036 -2.9462 0.3686
H 3.8616 -0.8206 -0.6443
H 2.9345 0.3417 -1.8424
H 2.5392 -1.2465 -1.7813
H -1.9265 3.0098 1.1175
H -2.7691 1.4154 0.6047
H 1.4906 1.2816 0.8666
H 0.4976 2.8010 1.7093
H -1.9041 1.6901 2.3491
H 0.1828 -0.9239 1.5410
H -1.7985 -1.0932 -2.4308
*
```

Properties
* relative energy (zero: lowest compared OMol25 entry of this formula, charge and spin): 281.2 kJ/mol
* HOMO-LUMO gap: 8.825 eV
* M: 178.2 g/mol
* HOMO: -8.16 eV

---

Record 2
This record from the Open Molecules 2025 dataset describes C22H14Cl2N5O4Yb as an isolated structure. The level of theory is ωB97M-V/def2-TZVPD.

The geometry in ORCA input format:
```
! RIJCOSX wB97M-V def2-TZVPD def2/J DEFGRID3
* xyz 0 2
Yb 0.3805 0.3897 -0.3335
Cl -3.2642 -5.5307 -1.2374
Cl -5.5269 -3.2907 -1.1285
O -3.7589 1.3158 -1.1361
O 1.3242 -3.7280 -1.1996
O 1.4093 1.5645 1.4381
O -1.2952 -1.7105 2.9316
N -0.4493 2.5646 -0.9529
N 2.5619 -0.4211 -0.9298
N -1.7163 0.1903 -1.0306
N 0.0333 -0.1415 1.8770
N 0.1854 -1.6919 -1.0919
C 0.8897 1.0021 3.7876
C 4.9408 -0.3944 -0.8739
C -2.1642 -1.1510 -1.0850
C -0.4229 4.9448 -0.9299
C 4.9584 -1.7778 -0.9977
C -1.1513 -2.1527 -1.1230
C -2.5082 3.7687 -1.0464
C 3.7671 -2.4751 -1.0771
C -3.4983 -1.5288 -1.0841
C -0.0301 -0.1153 4.2704
C 0.8187 0.8488 2.2928
C 2.5814 -1.7559 -1.0602
C 3.7168 0.2465 -0.8281
C -2.8646 -3.8444 -1.1791
C 1.2491 -2.5068 -1.1326
C -1.5203 -3.4886 -1.1698
C -0.5459 -0.7772 2.9860
C -1.7885 2.5839 -1.0390
C 0.2194 3.7206 -0.8882
C -3.8434 -2.8751 -1.1340
C -2.5364 1.2495 -1.0788
C -1.8094 4.9615 -1.0061
H -3.5852 3.7093 -1.0903
H 5.9030 -2.3052 -1.0211
H 0.4727 -0.8745 4.8678
H -0.8863 0.2384 4.8422
H 3.6472 1.3186 -0.6880
H 1.9260 0.9103 4.1118
H -4.2757 -0.7849 -1.0466
H 0.1550 5.8564 -0.8861
H 3.7073 -3.5501 -1.1563
H -2.3383 5.9055 -1.0225
H 1.2956 3.6552 -0.7828
H 0.5549 2.0058 4.0519
H -0.7696 -4.2601 -1.1922
H 5.8517 0.1813 -0.7982
*
```

Properties
* relative energy (zero: lowest compared OMol25 entry of this formula, charge and spin): 0.0 kJ/mol
* HOMO-LUMO gap (alpha / beta): 6.913 / 6.920 eV
* <S²>: 0.751
* M: 656.3 g/mol
* HOMO (alpha / beta): -7.37 / -7.38 eV

---

Record 3
This record from the Open Molecules 2025 dataset describes C23H52B3NO12P2S as an isolated structure at a distorted geometry. The level of theory is ωB97M-V/def2-TZVPD.

The geometry in ORCA input format:
```
! RIJCOSX wB97M-V def2-TZVPD def2/J DEFGRID3
* xyz 0 1
S 0.0826 2.9003 11.1457
P -0.8634 0.6786 -1.6076
P 5.6858 0.4954 -5.4238
O -0.3741 1.2725 -3.0685
O -6.4233 -2.5252 1.2743
O -2.4587 3.2893 8.3395
O 0.4859 -0.2521 -1.5555
O 5.4093 1.4447 -6.7203
O 6.6574 -0.5535 -6.2550
O -1.9017 -0.3967 -2.2572
O -1.2354 0.7354 -0.1680
O 4.4461 -0.5589 -5.5754
O -1.8303 1.3051 7.1632
O 5.2361 1.3117 -4.2633
O -0.8031 3.4507 6.6555
N -0.2749 4.4121 8.8419
C -6.9411 -2.6679 2.5806
C 1.1741 -0.4820 -0.3283
C -2.1734 -3.0707 3.8708
C 2.2763 0.1200 -4.7268
C -1.2195 1.8531 4.7098
C 7.6779 -1.2454 -5.5033
C -3.5717 -3.0917 4.5158
C 6.2257 2.5996 -6.9111
C 0.7177 -1.7776 0.3067
C -6.0414 -1.2085 0.9271
C -1.2391 -0.6905 4.3253
C 0.0773 2.6481 -3.0701
C -3.2764 -0.0333 -2.3855
C -3.5010 0.9738 -3.5006
C -4.6399 -2.5710 3.5274
C 3.4999 -0.7453 -4.5211
C -1.7752 -1.7075 3.2815
C 7.0882 -2.1724 -4.4577
C -5.9540 -3.3657 3.5365
C -0.0920 3.8360 9.9009
C 1.3225 2.8433 -2.2258
C 7.6272 2.2409 -7.3757
C -2.0852 0.6094 4.3374
B -2.4891 1.8989 8.2160
B -1.2988 2.2166 6.2434
B -1.2080 3.7172 7.9457
H 8.3429 -0.5130 -5.0368
H 2.1060 2.1475 -2.5247
H -3.8221 -0.9508 -2.6043
H 1.7165 -0.2131 -5.6031
H -6.5255 -0.9237 -0.0156
H -6.3750 -3.4200 4.5455
H -4.9601 -1.1619 0.7398
H 7.5892 1.5730 -8.2358
H 1.1421 -1.8940 1.3060
H -0.1740 1.6536 4.4459
H -3.8098 -4.1419 4.7326
H -4.5680 1.1270 -3.6679
H -6.2941 -0.4552 1.6783
H 6.2621 3.1855 -5.9876
H 8.1831 1.7271 -6.5868
H -4.8222 -1.5098 3.7335
H -0.7317 3.2939 -2.7170
H -3.0569 1.9416 -3.2516
H -0.9506 -1.9032 2.5758
H -2.5605 -1.2175 2.7031
H 2.5436 1.1628 -4.9090
H -1.5517 2.7266 4.1379
H 0.2821 2.9113 -4.1069
H 7.8739 -2.7541 -3.9747
H 3.9587 -0.5565 -3.5500
H -3.0403 0.6325 -4.4271
H 1.1148 2.6619 -1.1657
H -7.8129 -3.3330 2.4949
H 8.2665 -1.8146 -6.2214
H 1.0267 -2.6322 -0.2985
H 6.5607 -1.6094 -3.6811
H -0.3681 -1.8320 0.3812
H 6.3667 -2.8531 -4.9082
H 3.2095 -1.7978 -4.5346
H 1.0474 0.3591 0.3538
H -3.5630 -2.5665 5.4759
H -3.6485 0.3550 -1.4321
H -3.0837 1.2859 9.0377
H -7.3166 -1.7407 3.0292
H -1.4156 -3.3178 4.6245
H 8.1820 3.1402 -7.6464
H -5.7668 -4.3726 3.1502
H -0.2407 -0.3774 4.0030
H 5.7328 3.2077 -7.6693
H -1.1717 -1.0985 5.3384
H -2.4273 0.7966 3.3151
H 1.6957 3.8628 -2.3245
H -2.1277 -3.8294 3.0817
H 2.2398 -0.5409 -0.5614
H -2.9379 0.5194 5.0146
H -4.2220 -2.6750 2.5220
H 1.6162 0.0732 -3.8602
*
```

Properties
* HOMO-LUMO gap: 9.560 eV
* M: 661.1 g/mol
* HOMO: -9.44 eV